[1]
Density functional theory data (ωB97M-V/def2-TZVPD) for 8 unconnected molecules or ions with the total composition C42H42N9O5PS.

Positions of all 100 atoms, in Å:
1 N 2.33140 -2.16075 -0.75923
2 C 1.02745 -1.63464 -0.81326
3 C -0.07030 -2.46390 -0.70073
4 N -1.30203 -1.95794 -0.75681
5 C -1.51807 -0.64881 -0.91981
6 P -3.29737 -0.17731 -0.94995
7 O -4.07112 -1.28324 -1.56127
8 C -0.46357 0.24538 -1.03709
9 S -0.87046 1.95987 -1.25012
10 C 0.85018 -0.24627 -0.96752
11 C 2.05388 0.66765 -1.04674
12 O 1.98390 1.77561 -0.62204
13 O 3.11898 0.17187 -1.65143
14 C 4.24640 -0.18170 -0.75337
15 O 4.98167 -1.02687 -1.25618
16 O 4.30878 0.38187 0.32258
17 H 2.39350 -2.93237 -0.10617
18 H 2.65979 -2.45033 -1.67052
19 H 0.00884 -3.53105 -0.58032
20 H -2.13546 -2.54971 -0.68990
21 H -3.63053 0.04604 0.39988
22 H -3.47773 1.02377 -1.63441
23 H -0.91297 2.19591 -2.58569
24 N -0.35614 6.73900 -1.56472
25 C 0.48890 7.62506 -1.04254
26 C 1.72529 7.28911 -0.51080
27 C 2.10522 5.95651 -0.51838
28 C 1.23905 5.01830 -1.05599
29 C 0.02831 5.46373 -1.56423
30 H 0.15142 8.65595 -1.05395
31 H 2.37194 8.05338 -0.10163
32 H 3.06084 5.65085 -0.11208
33 H 1.49674 3.96918 -1.07861
34 H -0.68222 4.76652 -1.99819
35 N -2.42368 -5.27225 -0.99378
36 C -1.46196 -6.00993 -1.55101
37 C -1.51902 -7.38596 -1.68805
38 C -2.64121 -8.04477 -1.21507
39 C -3.65183 -7.30107 -0.62923
40 C -3.49501 -5.92729 -0.54427
41 H -0.60005 -5.45455 -1.90681
42 H -0.70540 -7.92514 -2.15251
43 H -2.72629 -9.12012 -1.30113
44 H -4.54453 -7.77389 -0.24520
45 H -4.26444 -5.30994 -0.09511
46 N -1.28892 2.21563 -4.84127
47 C -0.28084 3.04841 -5.10993
48 C -0.13998 3.72017 -6.31280
49 C -1.09558 3.51591 -7.29385
50 C -2.14865 2.65394 -7.03327
51 C -2.19989 2.03278 -5.79654
52 H 0.44789 3.17885 -4.31562
53 H 0.69668 4.38506 -6.47400
54 H -1.02131 4.02135 -8.24788
55 H -2.91503 2.46661 -7.77216
56 H -3.00785 1.35286 -5.54986
57 N -2.14469 1.47579 2.52772
58 C -3.32364 1.87870 3.00408
59 C -3.58681 3.17697 3.41025
60 C -2.56812 4.11296 3.31985
61 C -1.33555 3.71509 2.82918
62 C -1.17767 2.39192 2.44964
63 H -4.09376 1.11594 3.06096
64 H -4.56537 3.44504 3.78694
65 H -2.73352 5.13763 3.62692
66 H -0.51398 4.41223 2.74030
67 H -0.23092 2.03561 2.05615
68 N -6.99999 2.40707 5.12767
69 C -6.28623 2.18497 6.23213
70 C -6.76984 2.38557 7.51547
71 C -8.06685 2.84713 7.66510
72 C -8.82354 3.08602 6.53070
73 C -8.24534 2.84923 5.29307
74 H -5.27440 1.82852 6.07017
75 H -6.14415 2.18545 8.37423
76 H -8.48109 3.01785 8.65043
77 H -9.84013 3.44720 6.60106
78 H -8.80466 3.01964 4.37971
79 N 10.51824 -2.25899 -3.07299
80 C 10.42440 -1.32357 -2.12932
81 C 9.22235 -0.88350 -1.59532
82 C 8.04351 -1.44095 -2.06678
83 C 8.12444 -2.41447 -3.05008
84 C 9.37718 -2.78585 -3.51442
85 H 11.36797 -0.90950 -1.78825
86 H 9.20900 -0.12158 -0.82779
87 H 7.08035 -1.12690 -1.67873
88 H 7.23105 -2.87635 -3.44795
89 H 9.48158 -3.54678 -4.28158
90 N 1.42338 -4.49484 2.56870
91 C 2.22448 -3.58618 3.12773
92 C 3.44819 -3.88597 3.70437
93 C 3.86292 -5.20685 3.70974
94 C 3.04339 -6.16764 3.13820
95 C 1.84123 -5.76070 2.58198
96 H 1.85800 -2.56572 3.10252
97 H 4.05726 -3.10411 4.13521
98 H 4.81140 -5.48393 4.15101
99 H 3.33027 -7.20997 3.12176
100 H 1.17207 -6.47953 2.12084

E_HOMO	-7.979	eV


[2]
Density functional theory data (ωB97M-V/def2-TZVPD) for a molecular structure, C42H43BN10O2SSn.

Positions of all 100 atoms, in Å:
1 Sn -0.27652 0.93489 0.07337
2 C -2.27019 -3.03088 -3.04725
3 C -2.39437 -2.22550 -1.90434
4 N -1.21208 -2.02972 -1.33942
5 N -0.31480 -2.69141 -2.07185
6 C -0.91999 -3.30068 -3.11385
7 B 1.21513 -2.68477 -1.84398
8 N 1.63547 -2.47418 -0.37165
9 C 2.41046 -3.35754 0.29965
10 C 2.68133 -2.84795 1.54723
11 C 2.02484 -1.61076 1.55793
12 N 1.40432 -1.38714 0.41174
13 N 1.83138 -1.58868 -2.75430
14 C 2.84020 -1.74144 -3.63577
15 C 3.02371 -0.53873 -4.29253
16 C 2.05351 0.30651 -3.72444
17 N 1.35019 -0.34280 -2.80826
18 H -3.04175 -3.36231 -3.72161
19 H -3.27768 -1.78287 -1.47148
20 H -0.35761 -3.88515 -3.82337
21 H 1.65009 -3.75206 -2.20025
22 H 2.70648 -4.29056 -0.15052
23 H 3.27131 -3.29691 2.32832
24 H 1.97199 -0.87101 2.34077
25 H 3.35881 -2.68077 -3.73584
26 H 3.73193 -0.31644 -5.07358
27 H 1.84264 1.34486 -3.93034
28 C -2.53814 -6.49886 3.02813
29 C -2.21793 -5.27987 2.15547
30 C -0.85060 -5.52805 1.50660
31 C -3.28605 -5.16806 1.05753
32 C -2.20769 -3.96831 2.94016
33 C -2.73405 -3.87929 4.23097
34 C -2.77652 -2.65887 4.90333
35 C -2.29393 -1.52903 4.28007
36 S -2.19765 0.09941 4.89527
37 C -1.43450 0.61050 3.34797
38 N -1.32196 -0.38777 2.46736
39 C -1.76399 -1.57649 2.96257
40 C -1.72688 -2.82153 2.31767
41 C -1.02192 1.96013 3.17579
42 C -1.12182 2.85343 4.27211
43 C -0.72380 4.16904 4.14915
44 C -0.24238 4.63093 2.92816
45 C -0.17040 3.75440 1.84168
46 C -0.52990 2.41212 1.90615
47 H -2.43400 -7.40596 2.42798
48 H -3.56235 -6.46698 3.40432
49 H -1.84872 -6.56946 3.87177
50 H -0.81031 -6.54013 1.09204
51 H -0.05455 -5.42508 2.24534
52 H -0.65555 -4.82899 0.69629
53 H -3.33347 -6.08695 0.46493
54 H -3.06486 -4.33519 0.39015
55 H -4.26518 -4.98543 1.50617
56 H -3.12145 -4.75382 4.73812
57 H -3.19958 -2.59836 5.89963
58 H -1.33037 -2.83396 1.31618
59 H -1.50636 2.49120 5.22044
60 H -0.78316 4.83770 5.00256
61 H 0.07935 5.66359 2.83056
62 H 0.20235 4.13681 0.89410
63 C -3.70448 2.28104 1.29251
64 O -3.66256 2.25869 -0.13664
65 C -2.65362 1.66208 -0.70509
66 C -2.88739 1.66297 -2.17878
67 H -3.37350 3.24986 1.66686
68 H -3.05666 1.51162 1.70200
69 H -4.73899 2.10404 1.58850
70 H -3.95464 1.66076 -2.41786
71 H -2.39460 0.80058 -2.62503
72 H -2.43076 2.55866 -2.60200
73 N 5.33544 0.47414 -2.09743
74 C 5.75276 1.28426 -1.07685
75 O 6.92009 1.65304 -1.02857
76 C 4.75565 1.64451 -0.05399
77 C 5.14847 2.45583 1.01725
78 C 4.22020 2.82263 1.96847
79 C 2.90688 2.38531 1.83302
80 N 2.52222 1.60971 0.82391
81 C 3.41669 1.24332 -0.07649
82 H 5.96279 0.41984 -2.88090
83 H 4.35259 0.37530 -2.30823
84 H 6.18338 2.76572 1.07856
85 H 4.49905 3.44173 2.81137
86 H 2.13292 2.65786 2.54146
87 H 3.02521 0.57945 -0.84095
88 N -0.10294 3.00297 -1.34049
89 C -0.07154 3.83039 -2.17004
90 C -0.04104 4.80100 -3.15975
91 C 0.85637 5.91989 -3.08325
92 C 0.85903 6.87936 -4.06076
93 C -0.01052 6.80246 -5.16721
94 C -0.88582 5.70218 -5.26256
95 C -0.90791 4.72518 -4.30321
96 H 1.53838 5.98730 -2.24421
97 H 1.54735 7.71474 -3.98098
98 H -0.00575 7.57139 -5.92971
99 H -1.56266 5.63072 -6.10802
100 H -1.58057 3.88067 -4.39600

E_HOMO (spin up / spin down)	0.405 / 0.177	eV
charge	-2


[3]
Density functional theory data (ωB97M-V/def2-TZVPD) for a molecular structure, C42H44BBaF2OP4.

Positions of all 95 atoms, in Å:
1 Ba 0.85832 0.58145 -0.10080
2 C 4.98798 0.71425 1.31178
3 P 4.00620 1.04572 -0.17965
4 C 5.18107 0.88868 -1.60397
5 C 3.91910 2.90664 -0.13358
6 C 2.95708 3.58819 -1.11719
7 P 1.15364 3.90882 -0.48464
8 C 0.61097 5.31369 -1.48190
9 C 1.57607 4.70011 1.15051
10 H 5.75165 1.46664 1.59706
11 H 5.50569 -0.25342 1.29648
12 H 4.35342 0.49356 2.20351
13 H 6.06349 1.52384 -1.39282
14 H 4.63751 1.17499 -2.47858
15 H 5.46745 -0.19923 -1.72687
16 H 4.96122 3.26121 -0.28766
17 H 3.63541 3.14828 0.94056
18 H 2.77974 2.95613 -2.00357
19 H 3.33479 4.55792 -1.56606
20 H 0.92997 6.23649 -0.96244
21 H -0.48524 5.31073 -1.54759
22 H 1.00271 5.27102 -2.45595
23 H 2.44473 5.38484 1.07717
24 H 1.74157 4.01390 1.95315
25 H 0.72555 5.33840 1.43922
26 O -1.03693 -1.20992 -0.54007
27 C -2.42132 -1.17506 -0.20079
28 C -3.08847 -2.32812 -0.04272
29 C -4.40899 -2.34040 0.47706
30 C -4.95308 -1.15550 0.90680
31 C -4.26425 0.03616 0.68367
32 C -2.98691 0.08021 0.08286
33 P -2.11423 1.61646 -0.26327
34 C -2.66160 2.04429 -1.89286
35 C -1.69259 2.42356 -2.80188
36 C -2.01652 2.64310 -4.12845
37 C -3.37392 2.75958 -4.50704
38 C -4.34891 2.46541 -3.56136
39 C -4.02038 2.11397 -2.22902
40 C -2.90268 2.70541 0.89886
41 C -3.34277 3.99275 0.42330
42 C -3.77443 4.91655 1.37083
43 C -4.03975 4.51785 2.69395
44 C -3.66096 3.26787 3.09178
45 C -3.04409 2.37206 2.21238
46 C -0.58291 -2.20415 -1.41573
47 C -1.21379 -2.34448 -2.66430
48 C -0.55848 -3.05116 -3.69059
49 C 0.70852 -3.48148 -3.50052
50 C 1.28826 -3.46814 -2.22381
51 C 0.60670 -2.92678 -1.09057
52 P 1.29314 -2.73324 0.63073
53 C 2.67356 -3.89850 0.67124
54 C 3.96736 -3.50327 1.05963
55 C 5.05923 -4.32428 0.82101
56 C 4.87781 -5.68176 0.53087
57 C 3.57357 -6.17258 0.38256
58 C 2.51478 -5.28168 0.42097
59 C 0.05524 -3.43913 1.73759
60 C -0.67972 -4.59421 1.38978
61 C -1.66686 -5.14119 2.20861
62 C -1.91249 -4.53113 3.44353
63 C -1.08759 -3.55068 3.87854
64 C -0.13085 -2.93952 3.02474
65 H -2.71187 -3.25583 -0.42490
66 H -4.93277 -3.28187 0.61501
67 H -5.89181 -1.07620 1.44990
68 H -4.73933 0.98761 0.97154
69 H -0.65059 2.42390 -2.52564
70 H -1.19333 2.77458 -4.87061
71 H -3.61935 3.05379 -5.51462
72 H -5.40759 2.45759 -3.88263
73 H -4.77038 1.99854 -1.46795
74 H -3.29197 4.21015 -0.65544
75 H -4.03669 5.92854 1.01953
76 H -4.48376 5.20393 3.43546
77 H -3.81678 2.95142 4.09481
78 H -2.77897 1.34211 2.51167
79 H -2.12713 -1.86056 -2.92517
80 H -0.98611 -2.93935 -4.67113
81 H 1.32459 -3.81012 -4.36610
82 H 2.34318 -3.81386 -2.14926
83 H 4.17197 -2.50963 1.50132
84 H 6.11123 -3.95000 0.85962
85 H 5.74893 -6.35122 0.40101
86 H 3.37801 -7.21791 0.21955
87 H 1.47824 -5.53790 0.22117
88 H -0.59588 -5.01393 0.33927
89 H -2.28682 -5.89011 1.83799
90 H -2.82326 -4.75798 3.98153
91 H -1.18887 -3.12876 4.89223
92 H 0.51091 -2.14276 3.40737
93 F 0.39641 0.86896 2.87795
94 B 1.76086 1.07822 2.97906
95 F 2.37616 1.44693 4.10302

E_HOMO (spin up / spin down)	-8.234 / -8.234	eV
charge	+1


no.,E_tot (eV),largest force on an atom (eV Å⁻¹)
1,-88005.5242,3.00
2,-80590.9117,1.25
3,-90271.7198,2.95